## i
ORCA calculation (ωB97M-V/def2-TZVPD) on a structure of composition C2H3N2P.

Values from the calculation:
LUMO (alpha / beta) (eV): -0.55 / -0.55
HOMO-LUMO gap (alpha / beta) (eV): 8.00 / 8.00

ORCA input file:
```
! wB97M-V def2-TZVPD RIJCOSX def2/J DEFGRID3
* xyz 0 1
C 0.542 -0.666 -0.104
P -1.119 -0.115 0.043
N -1.114 1.418 -0.044
N 1.328 0.388 -0.051
C 0.763 1.493 0.021
H 0.705 -1.762 -0.135
H -1.904 -1.267 -0.505
H 1.248 2.427 0.356
*
```



## ii
ORCA calculation (ωB97M-V/def2-TZVPD) on a structure of composition C2H3N2P.

Values from the calculation:
LUMO (eV): -0.60
HOMO-LUMO gap (eV): 7.89

ORCA input file:
```
! wB97M-V def2-TZVPD RIJCOSX def2/J DEFGRID3
* xyz 0 1
H -0.364 -0.539 -1.771
P -0.831 -1.089 -0.470
C 1.797 -1.422 -0.092
H -1.528 0.609 1.161
N -0.990 0.488 0.197
C 0.934 -0.515 0.106
N 0.376 0.719 0.541
H 0.605 1.749 0.329
*
```



Order of stability, best first: i, ii



## i
ORCA calculation (ωB97M-V/def2-TZVPD) on a structure of composition CH11LiO5.

Values from the calculation:
LUMO (eV): -0.48
HOMO-LUMO gap (eV): 6.55

ORCA input file:
```
! wB97M-V def2-TZVPD RIJCOSX def2/J DEFGRID3
* xyz 0 1
Li -0.145 -0.429 -0.257
H 1.589 -1.761 -1.431
H -2.351 -1.746 -0.258
O 0.595 -1.609 -1.427
H -0.458 -1.035 2.441
H 2.103 2.263 2.597
O -2.113 -0.780 -0.465
H -0.423 0.816 -1.651
H -1.103 1.826 -0.323
H -2.355 -0.553 -1.429
H 1.471 1.135 1.530
C -0.227 1.719 -0.912
O 1.677 1.395 2.479
H -0.131 2.647 -1.392
H 0.721 -2.363 -1.988
H 0.653 -1.523 1.320
O -0.374 -1.253 1.424
O 0.871 1.253 -0.257
*
```



## ii
ORCA calculation (ωB97M-V/def2-TZVPD) on a structure of composition CH11LiO5.

Values from the calculation:
LUMO (eV): -0.55
HOMO-LUMO gap (eV): 6.66

ORCA input file:
```
! wB97M-V def2-TZVPD RIJCOSX def2/J DEFGRID3
* xyz 0 1
H -1.347 2.485 -0.858
H -1.975 0.463 -3.124
H 1.165 -2.662 -1.053
H -0.924 2.301 0.528
H 3.264 0.501 1.575
H -0.235 -2.152 1.676
O -1.891 -0.016 -2.329
Li 0.597 -0.334 0.428
H -0.929 -1.289 2.368
O 1.302 -2.022 -0.474
O 2.392 0.593 1.129
H -1.327 0.426 -1.699
O -0.696 -1.383 1.571
H 2.125 1.459 0.875
C -1.163 1.750 -0.196
O -0.077 1.057 -0.827
H 1.747 -2.316 0.255
H -2.034 1.142 0.148
*
```



Order of stability, best first: i, ii



## i
ORCA calculation (ωB97M-V/def2-TZVPD) on the ion C3H7N2S with charge +1.

Values from the calculation:
Expectation value of S²: 2.012
LUMO (alpha / beta) (eV): -2.93 / -6.78
HOMO-LUMO gap (alpha / beta) (eV): 6.54 / 8.07

ORCA input file:
```
! wB97M-V def2-TZVPD RIJCOSX def2/J DEFGRID3
* xyz 1 3
N -0.800 0.011 -0.284
C -1.433 -0.010 0.862
H -1.287 -0.262 -1.130
C 0.546 0.360 -0.437
H 3.149 -0.438 -2.757
H -2.489 -0.248 0.860
H -1.356 0.213 2.877
H 0.860 -0.789 -2.177
H 0.970 1.046 0.282
H 0.146 0.430 2.061
N -0.841 0.230 2.010
C 1.277 -0.104 -1.455
S 2.937 0.332 -1.688
*
```



## ii
ORCA calculation (ωB97M-V/def2-TZVPD) on a structure of composition C3H7N2S.

Values from the calculation:
Expectation value of S²: 2.007
LUMO (alpha / beta) (eV): -4.07 / -8.48
HOMO-LUMO gap (alpha / beta) (eV): 6.93 / 5.90

ORCA input file:
```
! wB97M-V def2-TZVPD RIJCOSX def2/J DEFGRID3
* xyz 1 3
C -0.550 -0.377 0.995
H 1.406 -0.049 1.591
C 0.612 0.730 -1.473
N 0.326 -0.537 -1.269
H -1.747 -0.947 -0.810
H 0.947 -1.337 -1.251
H -1.424 -0.015 1.542
N 0.626 0.440 1.178
C -0.890 -0.343 -0.522
S -0.873 1.430 -1.068
H 0.447 1.276 1.717
H 1.506 1.151 -1.902
H -0.386 -1.421 1.271
*
```



## iii
ORCA calculation (ωB97M-V/def2-TZVPD) on the ion C3H7N2S with charge +1.

Values from the calculation:
Expectation value of S²: 2.009
LUMO (alpha / beta) (eV): -5.39 / -8.55
HOMO-LUMO gap (alpha / beta) (eV): 6.43 / 6.93

ORCA input file:
```
! wB97M-V def2-TZVPD RIJCOSX def2/J DEFGRID3
* xyz 1 3
H 1.258 -1.452 1.543
C 1.790 -0.254 -0.337
H 0.762 -2.257 -0.069
N -0.567 -0.712 0.410
H -2.380 1.490 0.817
H -1.890 1.914 -0.674
H 2.163 -0.549 -1.394
C 0.838 -1.182 0.439
C -1.978 1.038 -0.108
H 2.687 -0.047 0.177
H -2.803 0.296 -0.281
S 0.873 1.303 -0.500
N -0.754 0.411 -0.022
*
```



Order of stability, best first: i, ii, iii



## i
ORCA calculation (ωB97M-V/def2-TZVPD) on a cluster of 5 separate species, H12NO4 in total.

Values from the calculation:
LUMO (eV): -2.99
HOMO-LUMO gap (eV): 12.17

ORCA input file:
```
! wB97M-V def2-TZVPD RIJCOSX def2/J DEFGRID3
* xyz 1 1
N 1.088 0.389 0.453
H 1.685 -3.010 -0.175
H 1.257 -0.604 0.710
H -1.342 1.092 2.892
H 1.805 1.069 0.707
H 0.998 0.526 -0.573
H -0.785 2.253 -1.506
H -0.973 -1.551 -2.523
H -1.666 2.895 -0.484
H 0.202 0.661 0.894
H -0.328 -0.459 -3.436
O 1.459 -2.660 0.652
H 1.535 -3.212 1.402
O -0.628 -0.631 -2.552
O -1.257 0.498 2.127
H -2.197 0.395 1.940
O -0.854 2.349 -0.526
*
```



## ii
ORCA calculation (ωB97M-V/def2-TZVPD) on a cluster of 5 separate species, H12NO4 in total.

Values from the calculation:
LUMO (eV): -3.00
HOMO-LUMO gap (eV): 12.09

ORCA input file:
```
! wB97M-V def2-TZVPD RIJCOSX def2/J DEFGRID3
* xyz 1 1
H 0.385 -0.915 1.551
O 2.043 -1.960 1.470
H -2.492 -1.153 -0.088
O -1.852 -0.568 -0.487
H -3.284 1.888 -1.808
H 2.499 -2.258 2.267
H 3.982 0.971 0.223
H -2.385 -0.171 -1.190
H 2.750 -2.131 0.851
H -0.651 -0.285 0.460
H 0.952 0.499 0.831
N 0.115 0.008 1.167
H -0.074 0.539 2.022
H -4.509 1.168 -1.973
O -3.587 1.050 -2.175
O 3.202 1.397 -0.119
H 3.623 2.105 -0.609
*
```



Order of stability, best first: i, ii



## i
ORCA calculation (ωB97M-V/def2-TZVPD) on an isolated molecule of C2H2S2.

Values from the calculation:
LUMO (alpha / beta) (eV): -0.29 / -0.29
HOMO-LUMO gap (alpha / beta) (eV): 7.65 / 7.65

ORCA input file:
```
! wB97M-V def2-TZVPD RIJCOSX def2/J DEFGRID3
* xyz 0 1
C -1.029 -0.375 -0.376
H 1.430 -0.160 1.252
S -0.950 0.819 0.730
S -1.552 -1.263 -1.581
C 0.806 0.275 0.397
H 1.295 0.704 -0.422
*
```



## ii
ORCA calculation (ωB97M-V/def2-TZVPD) on a cluster of 2 separate species, C2H2S2 in total.

Values from the calculation:
LUMO (eV): -0.26
HOMO-LUMO gap (eV): 7.60

ORCA input file:
```
! wB97M-V def2-TZVPD RIJCOSX def2/J DEFGRID3
* xyz 0 1
C 0.943 -0.135 0.957
H -3.028 0.376 -0.699
C -0.922 0.968 -0.119
S 1.969 -0.144 -0.314
H 3.012 -0.784 0.300
S -1.975 -0.280 -0.126
*
```



Order of stability, best first: i, ii



## i
ORCA calculation (ωB97M-V/def2-TZVPD) on an isolated molecule of C2H3N3.

Values from the calculation:
LUMO (eV): 0.94
SMILES: c1nc[nH]n1
HOMO-LUMO gap (eV): 11.12

ORCA input file:
```
! wB97M-V def2-TZVPD RIJCOSX def2/J DEFGRID3
* xyz 0 1
C 1.231 0.026 0.088
C -0.707 -0.649 -0.246
H 2.277 -0.078 0.329
N -0.735 0.663 0.049
N 0.516 1.121 0.270
N 0.529 -1.083 -0.254
H -1.578 -1.276 -0.358
H -1.533 1.276 0.122
*
```



## ii
ORCA calculation (ωB97M-V/def2-TZVPD) on an isolated molecule of C2H3N3.

Values from the calculation:
LUMO (eV): 0.27
SMILES: c1nnc[nH]1
HOMO-LUMO gap (eV): 9.99

ORCA input file:
```
! wB97M-V def2-TZVPD RIJCOSX def2/J DEFGRID3
* xyz 0 1
H 1.934 -0.252 0.191
N -1.402 -0.606 0.044
C -0.099 1.120 -0.089
C -0.181 -1.041 -0.021
H 0.104 -2.126 -0.238
N -1.316 0.717 0.046
N 0.716 -0.035 -0.014
H 0.243 2.222 0.080
*
```



## iii
ORCA calculation (ωB97M-V/def2-TZVPD) on an isolated molecule of C2H3N3.

Values from the calculation:
LUMO (eV): 0.60
SMILES: c1c[nH]nn1
HOMO-LUMO gap (eV): 10.02

ORCA input file:
```
! wB97M-V def2-TZVPD RIJCOSX def2/J DEFGRID3
* xyz 0 1
N 1.517 -0.081 -0.305
H 0.387 2.228 0.418
H -1.416 0.693 0.538
H -1.158 -2.000 -0.447
C -0.593 0.261 0.157
C -0.347 -1.104 -0.098
N 1.020 -1.114 -0.436
N 0.590 1.117 0.173
*
```



Order of stability, best first: i, ii, iii